No. 1
Here is a cluster of 2 separate species, C3H8O2 in total from the Open Molecules 2025 dataset. Energies are from ωB97M-V/def2-TZVPD.

Calculated values
HOMO energy (alpha / beta): -13.977 / -13.959 eV
Gap between HOMO and LUMO (alpha / beta): 6.316 / 2.935 eV
Energy above the lowest of the compared OMol25 structures with the same formula, charge and spin: 70.8 kcal/mol

Structure (ORCA input):
```
! wB97M-V def2-TZVPD RIJCOSX def2/J DEFGRID3
* xyz 1 2
O 1.4551 1.1601 1.3106
C 2.0360 0.1120 1.2308
H 2.3660 -0.2319 0.1940
H 2.1756 -0.5030 2.1519
C -1.4677 -0.2971 -0.4075
O -1.0068 -1.6166 -0.7920
C -0.7510 0.7929 -1.1862
H -1.4180 -0.0929 0.6967
H -2.5204 -0.1546 -0.6415
H -1.1285 -2.1686 -0.0299
H 0.2888 0.7594 -1.1865
H -1.1700 1.7775 -0.9475
H -1.0833 0.6189 -2.2087
*
```

Mulliken charges in e:
1. O 0.123
2. C 0.159
3. H 0.343
4. H 0.353
5. C -0.213
6. O -0.506
7. C -1.112
8. H 0.286
9. H 0.290
10. H 0.313
11. H 0.327
12. H 0.316
13. H 0.321

=====

No. 2
Here is a structure of composition C22H45HfN2O3P3 from the Open Molecules 2025 dataset. Energies are from ωB97M-V/def2-TZVPD.

Calculated values
HOMO energy (alpha / beta): -18.331 / -17.962 eV
Gap between HOMO and LUMO (alpha / beta): 3.210 / 2.644 eV

Structure (ORCA input):
```
! wB97M-V def2-TZVPD RIJCOSX def2/J DEFGRID3
* xyz 4 1
P 2.8164 -0.8428 -0.8854
C 3.4499 -1.1091 0.8069
H 4.3589 -1.7276 0.7695
H 2.6933 -1.6171 1.4140
H 3.7009 -0.1480 1.2701
C 3.4022 -2.4083 -1.6494
H 3.4131 -2.3452 -2.7440
H 2.7299 -3.2202 -1.3428
H 4.4179 -2.6179 -1.2848
C 4.1394 0.2903 -1.4678
H 5.0961 -0.2500 -1.5045
H 4.2169 1.1373 -0.7760
H 3.9018 0.6723 -2.4652
P -0.9119 2.8103 -1.2134
C -1.0047 3.6040 0.4182
H -1.3927 4.6273 0.2899
H -0.0086 3.6430 0.8738
H -1.6769 3.0360 1.0718
C 0.1062 3.9988 -2.1339
H 0.1267 3.7629 -3.2012
H 1.1263 3.9703 -1.7425
H -0.3191 4.9979 -1.9864
C -2.5793 3.1832 -1.8689
H -2.6473 4.2641 -2.0722
H -3.3410 2.8882 -1.1339
H -2.7620 2.6281 -2.7977
P -1.8397 -2.2037 -0.7739
C -2.5646 -2.5474 0.8615
H -3.2654 -3.3912 0.7703
H -3.1096 -1.6728 1.2318
H -1.7717 -2.8181 1.5678
C -3.4212 -2.2125 -1.7226
H -4.0648 -3.0128 -1.3304
H -3.2609 -2.3596 -2.7963
H -3.9210 -1.2474 -1.5674
C -1.1629 -3.8738 -1.0905
H -1.9806 -4.6072 -1.1201
H -0.4794 -4.1237 -0.2675
H -0.6030 -3.9029 -2.0309
Hf 0.0693 -0.0609 -1.8770
C 1.3085 1.4617 -0.5637
O 1.9280 2.1625 0.1487
C -1.7470 0.4464 -0.4464
O -2.6278 0.6787 0.3030
C -1.3252 -0.1356 -3.6916
C -0.7283 -1.4103 -3.5884
C 0.6726 -1.5396 -3.5105
C 1.4887 -0.3930 -3.6854
C 0.9069 0.8917 -3.7640
C -0.5083 1.0157 -3.7778
H -2.4168 -0.0462 -3.7065
H -1.3400 -2.3142 -3.6105
H 1.1170 -2.5329 -3.4361
H 2.5649 -0.5135 -3.7856
H 1.5534 1.7665 -3.8389
H -0.9698 1.9878 -3.9644
C -2.2266 -0.7135 3.7049
N -1.2266 0.3160 3.5702
C -1.5113 1.6294 4.1193
C 0.0670 0.0890 3.0416
O 0.2884 0.0312 1.8137
N 1.0834 0.0174 3.9693
C 0.8897 -0.6320 5.2576
C 2.4248 0.4175 3.6056
H -2.5131 -0.8512 4.7621
H -1.8113 -1.6593 3.3423
H -3.1409 -0.4688 3.1396
H -1.4776 1.6173 5.2256
H -0.7418 2.3274 3.7582
H -2.5044 1.9754 3.7902
H 1.7268 -1.3162 5.4624
H 0.8311 0.1009 6.0793
H -0.0464 -1.2073 5.2365
H 3.0993 -0.4481 3.5388
H 2.3974 0.9451 2.6495
H 2.8383 1.1104 4.3525
*
```

Mulliken charges in e:
1. P 0.743
2. C -1.302
3. H 0.520
4. H 0.358
5. H 0.445
6. C -1.497
7. H 0.421
8. H 0.404
9. H 0.579
10. C -1.279
11. H 0.481
12. H 0.464
13. H 0.333
14. P 0.446
15. C -1.019
16. H 0.535
17. H 0.414
18. H 0.346
19. C -1.241
20. H 0.407
21. H 0.380
22. H 0.557
23. C -1.179
24. H 0.517
25. H 0.446
26. H 0.351
27. P 0.694
28. C -1.123
29. H 0.554
30. H 0.404
31. H 0.386
32. C -1.294
33. H 0.507
34. H 0.366
35. H 0.347
36. C -1.343
37. H 0.468
38. H 0.428
39. H 0.373
40. Hf 1.144
41. C -0.424
42. O -0.182
43. C -0.444
44. O -0.188
45. C -0.652
46. C -0.597
47. C -0.861
48. C -0.472
49. C -0.875
50. C -0.417
51. H 0.588
52. H 1.123
53. H 0.561
54. H 1.114
55. H 0.625
56. H 1.248
57. C -1.196
58. N 0.766
59. C -1.051
60. C -0.259
61. O -0.296
62. N 0.315
63. C -0.948
64. C -0.877
65. H 0.390
66. H 0.456
67. H 0.196
68. H 0.310
69. H 0.316
70. H 0.331
71. H 0.386
72. H 0.327
73. H 0.287
74. H 0.377
75. H 0.028
76. H 0.456